ORCA calculation (ωB97M-V/def2-TZVPD) on a cluster of 14 separate species, C49H133N7O14 in total in a non-equilibrium geometry.

Computed properties:
Electronic energy in Ha: -3383.17717
Charge: 0
Gap between HOMO and LUMO in eV: 9.007
Strongest force on any atom in eV/A: 3.46

XYZ file:
```
203
C49H133N7O14 (ωB97M-V/def2-TZVPD)
C 19.940 15.238 19.786
C 20.566 14.525 18.586
C 21.538 13.455 18.996
O 19.549 13.975 17.730
H 19.181 16.008 19.477
H 20.661 15.701 20.466
H 19.477 14.524 20.518
H 21.118 15.308 18.006
H 22.301 13.854 19.640
H 22.065 13.032 18.110
H 21.052 12.639 19.489
H 19.311 13.128 18.140
C 17.759 22.179 20.779
C 16.881 22.912 19.815
C 17.539 23.060 18.419
O 15.680 22.134 19.758
H 18.621 22.823 21.090
H 18.201 21.241 20.399
H 17.224 21.866 21.655
H 16.614 23.923 20.155
H 17.640 22.051 17.976
H 18.488 23.600 18.495
H 16.922 23.584 17.675
H 15.938 21.294 19.257
C 17.619 18.787 22.245
C 17.114 17.545 21.502
C 16.713 16.438 22.477
O 16.074 17.982 20.624
H 18.623 18.623 22.653
H 16.930 18.855 23.075
H 17.564 19.691 21.628
H 17.900 17.150 20.828
H 17.560 16.180 23.053
H 16.370 15.588 21.892
H 15.882 16.803 23.081
H 15.509 17.199 20.185
C 15.720 20.327 16.164
C 15.699 19.237 17.158
C 16.405 17.973 16.743
O 16.299 19.834 18.367
H 15.533 19.940 15.199
H 16.660 20.858 16.151
H 14.929 20.996 16.402
H 14.710 18.954 17.501
H 17.445 18.093 16.521
H 15.919 17.642 15.801
H 16.249 17.171 17.497
H 16.295 19.158 19.146
C 10.184 21.627 16.022
C 10.599 21.055 17.422
C 9.670 20.051 18.047
O 11.882 20.431 17.275
H 9.262 22.296 16.135
H 10.095 20.851 15.206
H 11.006 22.333 15.732
H 10.769 21.950 18.040
H 8.725 20.536 18.308
H 10.192 19.671 18.874
H 9.380 19.301 17.345
H 12.650 21.018 17.462
C 13.053 16.141 15.772
C 12.296 17.477 16.007
C 10.923 17.582 15.328
O 12.206 17.640 17.392
H 12.468 15.338 16.211
H 14.072 16.242 16.304
H 13.203 15.926 14.727
H 12.891 18.236 15.527
H 10.630 18.696 15.308
H 10.178 16.958 15.852
H 11.039 17.244 14.274
H 12.024 18.616 17.554
C 19.973 19.353 18.361
C 21.397 19.593 18.627
C 21.687 20.299 19.957
O 22.190 18.342 18.647
H 19.608 18.594 19.025
H 19.843 18.987 17.324
H 19.367 20.226 18.462
H 21.853 20.121 17.781
H 21.359 19.655 20.740
H 21.184 21.274 19.943
H 22.735 20.458 20.044
H 23.098 18.552 18.622
C 12.276 23.349 19.714
C 12.514 23.788 18.213
C 12.993 25.253 18.173
O 12.110 26.087 18.833
C 12.458 27.486 18.794
N 13.474 22.842 17.643
H 11.494 23.978 20.144
H 13.234 23.435 20.253
H 11.895 22.301 19.633
H 11.569 23.790 17.618
H 13.177 25.507 17.116
H 14.031 25.377 18.565
H 11.740 27.964 19.436
H 12.279 27.951 17.767
H 13.516 27.731 19.119
H 13.643 23.008 16.643
H 14.291 22.854 18.250
C 9.333 17.910 22.543
C 10.191 18.808 23.365
C 11.109 19.732 22.550
O 11.938 18.950 21.760
C 12.984 19.662 21.197
N 9.432 19.601 24.282
H 8.642 17.271 23.224
H 9.985 17.219 22.006
H 8.607 18.434 21.910
H 10.891 18.127 23.903
H 11.728 20.416 23.189
H 10.509 20.516 21.986
H 12.851 20.729 21.234
H 13.152 19.452 20.140
H 13.897 19.332 21.701
H 9.915 20.130 25.012
H 8.515 19.310 24.534
C 16.178 16.405 12.702
C 16.538 17.886 12.706
C 18.051 17.933 12.662
O 18.479 19.260 12.624
C 19.865 19.460 12.383
N 15.891 18.669 11.651
H 16.924 15.735 13.234
H 16.085 16.029 11.692
H 15.289 16.256 13.339
H 16.333 18.313 13.691
H 18.536 17.365 11.818
H 18.393 17.483 13.665
H 20.506 18.967 13.104
H 19.960 20.561 12.311
H 20.194 19.085 11.374
H 16.066 18.087 10.831
H 16.444 19.540 11.522
C 16.157 12.613 15.632
C 15.690 13.032 17.016
C 16.220 12.225 18.121
O 15.650 10.925 17.905
C 16.002 9.924 18.822
N 16.080 14.498 17.378
H 17.198 12.925 15.591
H 15.573 13.194 14.868
H 16.024 11.562 15.441
H 14.605 12.996 17.050
H 15.906 12.570 19.105
H 17.300 12.128 18.059
H 15.741 8.959 18.408
H 15.526 10.124 19.833
H 17.095 9.972 18.944
H 17.059 14.594 17.715
H 16.118 15.101 16.549
C 11.985 22.600 8.716
C 12.571 22.474 10.088
C 12.257 21.186 10.865
O 12.794 21.298 12.207
C 12.734 20.113 12.977
N 13.991 22.758 9.933
H 12.161 23.541 8.181
H 10.857 22.501 8.787
H 12.396 21.902 8.015
H 12.118 23.206 10.719
H 12.717 20.313 10.417
H 11.205 21.080 10.910
H 13.232 20.404 13.913
H 13.267 19.263 12.507
H 11.660 19.955 13.111
H 14.539 22.805 10.817
H 14.369 21.997 9.401
C 13.338 15.504 21.613
C 13.966 14.972 20.353
C 12.963 14.089 19.622
O 12.828 12.791 20.245
C 11.760 12.088 19.673
N 14.395 16.079 19.453
H 12.941 14.627 22.156
H 12.624 16.337 21.392
H 14.037 15.982 22.324
H 14.802 14.269 20.592
H 13.286 13.934 18.592
H 12.015 14.543 19.731
H 11.819 11.066 19.995
H 11.777 12.070 18.550
H 10.825 12.542 19.983
H 15.007 15.665 18.712
H 13.629 16.566 19.089
C 14.642 25.458 14.120
C 14.159 24.068 13.621
C 15.189 22.901 13.811
O 16.381 23.023 13.059
C 17.515 22.302 13.527
N 13.033 23.499 14.386
H 14.884 25.393 15.212
H 13.891 26.244 13.902
H 15.543 25.795 13.618
H 13.908 24.102 12.520
H 14.750 21.944 13.571
H 15.340 22.909 14.931
H 17.644 22.441 14.565
H 18.367 22.599 12.981
H 17.422 21.221 13.387
H 12.191 24.121 14.493
H 12.715 22.637 13.888
```

Atom charges from the Löwdin analysis, given in e for atoms 1 to 5: -0.07 -0.49 -0.07 -0.07 0.07

ORCA calculation (ωB97M-V/def2-TZVPD) on an isolated molecule of C20H16F3N3O2S in a non-equilibrium geometry.

Computed properties:
Electronic energy in Ha: -1784.31190
SMILES: C[C@@H]1Cc2ccccc2N1C(=O)CSc1nc(-c2ccco2)cc(C(F)(F)F)n1
Charge: 0
Gap between HOMO and LUMO in eV: 8.013
Strongest force on any atom in eV/A: 1.41

XYZ file:
```
45
C20H16F3N3O2S (ωB97M-V/def2-TZVPD)
C -3.911 -1.014 2.229
C -2.942 -0.015 1.593
C -3.707 1.199 1.038
C -3.861 0.856 -0.414
C -4.657 1.431 -1.378
C -4.596 0.936 -2.675
C -3.746 -0.111 -2.987
C -2.939 -0.698 -2.022
C -3.009 -0.203 -0.733
N -2.315 -0.619 0.414
C -1.225 -1.423 0.402
O -0.774 -1.923 -0.607
C -0.523 -1.626 1.740
S 0.426 -0.108 2.122
C 1.824 -0.360 1.119
N 2.572 0.705 0.891
C 3.642 0.544 0.116
C 4.452 1.707 -0.129
C 4.303 3.002 0.315
C 5.381 3.726 -0.227
C 6.106 2.828 -0.958
O 5.557 1.613 -0.905
C 3.960 -0.710 -0.435
C 3.115 -1.746 -0.089
C 3.376 -3.150 -0.587
F 2.617 -4.069 0.002
F 4.658 -3.508 -0.371
F 3.183 -3.252 -1.910
N 2.055 -1.591 0.684
H -3.407 -1.937 2.505
H -4.358 -0.583 3.121
H -4.701 -1.258 1.521
H -2.179 0.291 2.313
H -4.663 1.339 1.541
H -3.126 2.118 1.147
H -5.315 2.251 -1.130
H -5.217 1.373 -3.443
H -3.708 -0.484 -3.999
H -2.275 -1.509 -2.267
H -1.194 -1.797 2.576
H 0.196 -2.438 1.638
H 3.515 3.358 0.945
H 5.592 4.767 -0.096
H 7.001 2.938 -1.538
H 4.816 -0.849 -1.073
```

Atom charges from the Löwdin analysis, given in e for atoms 1 to 5: -0.03 -0.31 -0.06 -0.16 -0.03

ORCA calculation (ωB97M-V/def2-TZVPD) on a cluster of 2 separate species, C6H13NO in total in a non-equilibrium geometry.

Computed properties:
Electronic energy in Ha: -366.21837
Charge: 0
Gap between HOMO and LUMO in eV: 8.384
Strongest force on any atom in eV/A: 2.53

XYZ file:
```
21
C6H13NO (ωB97M-V/def2-TZVPD)
C 1.152 0.353 -0.668
C -1.340 -1.470 -0.410
C -1.793 0.950 0.030
C 1.960 -0.706 -0.191
C 1.327 1.728 -0.098
N -0.825 -0.131 -0.028
C -1.004 -1.258 1.038
O -1.658 -1.235 2.076
H 0.848 0.311 -1.711
H -2.397 -1.513 -0.669
H -0.680 -2.052 -1.045
H 0.242 -1.617 1.158
H -2.007 1.331 -0.972
H -2.723 0.607 0.497
H -1.400 1.755 0.649
H 2.142 -1.532 -0.872
H 0.518 2.397 -0.388
H 2.817 -0.438 0.422
H 1.175 -1.341 0.667
H 2.256 2.166 -0.475
H 1.389 1.696 0.990
```

Atom charges from the Löwdin analysis, given in e for atoms 1 to 5: -0.19 -0.05 -0.08 -0.12 -0.08

ORCA calculation (ωB97M-V/def2-TZVPD) on a structure of composition C5H7O4Tl in a non-equilibrium geometry.

Computed properties:
Electronic energy in Ha: -666.54272
Spin multiplicity: 2
Charge: +3
Gap between HOMO and LUMO (alpha / beta) in eV: 6.418 / 6.268
Strongest force on any atom in eV/A: 5.37

XYZ file:
```
17
C5H7O4Tl (ωB97M-V/def2-TZVPD)
O 0.587 1.101 -1.093
Tl -1.132 0.545 -1.682
C 1.093 2.025 -0.368
C 1.226 1.691 1.071
H 1.687 0.690 1.079
H 1.908 2.588 -0.849
H 0.326 2.505 1.125
H 2.021 2.304 1.522
C -0.515 -0.079 1.592
C -0.774 -0.697 0.418
O -0.684 -1.987 0.037
C -1.052 -2.255 -1.221
O -1.352 -1.378 -2.025
O -1.109 -3.522 -1.419
H -1.064 0.828 1.854
H 0.110 -0.623 2.309
H -1.276 -3.737 -2.351
```

Atom charges from the Löwdin analysis, given in e for atoms 1 to 5: -0.15 1.62 -0.07 0.03 0.16

ORCA calculation (ωB97M-V/def2-TZVPD) on a structure of composition C47H47AsHfN8O3S2Se2Te in a non-equilibrium geometry.

Computed properties:
Electronic energy in Ha: -10634.15216
Charge: -2
Gap between HOMO and LUMO in eV: 4.599
Strongest force on any atom in eV/A: 2.18

XYZ file:
```
112
C47H47AsHfN8O3S2Se2Te (ωB97M-V/def2-TZVPD)
Hf -1.223 -0.821 -2.427
C -3.912 0.769 1.699
N -2.934 1.234 0.759
C -1.905 0.377 0.236
N -1.671 0.867 -1.087
C -2.682 1.759 -1.301
N -3.488 1.990 -0.324
C -3.528 0.984 3.145
C -4.192 0.276 4.146
C -3.943 0.529 5.493
C -3.021 1.504 5.855
C -2.345 2.187 4.847
C -2.584 1.919 3.512
C -1.423 3.255 5.222
N -1.367 3.952 6.309
N -0.341 4.906 6.099
C 0.109 4.669 4.919
O -0.519 3.656 4.314
C 1.150 5.361 4.152
C 1.530 6.650 4.494
C 2.462 7.306 3.697
C 3.004 6.668 2.588
C 2.645 5.360 2.272
C 3.304 4.688 1.084
N 3.062 3.262 1.006
C 1.926 2.574 0.777
N 2.160 1.283 0.776
C 3.495 1.226 0.996
N 4.097 2.392 1.132
C 1.712 4.718 3.060
H -4.121 -0.302 1.557
H -4.837 1.307 1.485
H -1.019 0.362 0.866
H -2.789 2.235 -2.265
H -4.910 -0.484 3.859
H -4.467 -0.030 6.258
H -2.818 1.738 6.891
H -2.065 2.457 2.728
H 1.086 7.126 5.358
H 2.763 8.317 3.941
H 3.728 7.187 1.969
H 4.384 4.786 1.181
H 3.012 5.173 0.152
H 0.966 3.045 0.620
H 4.042 0.298 1.045
H 1.432 3.693 2.854
O -3.950 -0.362 -2.549
C -4.984 -0.758 -3.430
C -4.466 -0.748 -4.859
C -5.721 -0.798 -5.738
O -5.451 -0.934 -7.136
C -3.738 0.580 -5.110
Se -1.831 0.712 -4.642
C -3.568 -1.961 -5.185
Se -2.781 -2.918 -3.671
H -4.232 -0.451 -1.629
H -5.811 -0.039 -3.337
H -5.342 -1.762 -3.181
H -6.304 0.117 -5.583
H -6.343 -1.651 -5.443
H -4.499 -0.845 -7.252
H -4.263 1.371 -4.567
H -3.780 0.836 -6.173
H -2.737 -1.628 -5.811
H -4.141 -2.707 -5.739
C 2.288 -2.481 -5.441
C 1.588 -1.672 -4.368
S 0.546 -2.596 -3.289
C 1.730 -0.346 -4.242
C 2.575 0.486 -5.170
S 0.927 0.558 -2.953
H 1.979 -3.524 -5.380
H 3.378 -2.448 -5.337
H 2.042 -2.122 -6.445
H 3.209 -0.126 -5.814
H 3.217 1.165 -4.600
H 1.940 1.112 -5.805
Te -2.382 -1.893 0.006
C 2.356 0.075 4.094
C 1.063 -0.321 3.765
C 0.838 -1.074 2.622
C 1.896 -1.453 1.789
C 3.185 -1.057 2.131
C 3.413 -0.299 3.277
As 1.404 -2.228 0.046
C 3.152 -2.867 -0.540
C 3.866 -3.893 0.067
C 5.098 -4.285 -0.445
C 5.616 -3.654 -1.571
C 4.903 -2.629 -2.180
C 3.673 -2.234 -1.666
C 0.720 -3.958 0.681
C 0.166 -4.797 -0.288
C -0.338 -6.040 0.064
C -0.300 -6.462 1.387
C 0.251 -5.635 2.354
C 0.760 -4.388 2.002
H 2.534 0.675 4.979
H 0.226 -0.030 4.390
H -0.175 -1.374 2.366
H 4.022 -1.335 1.500
H 4.423 0.009 3.525
H 3.461 -4.396 0.939
H 5.650 -5.086 0.033
H 6.571 -3.967 -1.976
H 5.292 -2.141 -3.066
H 3.105 -1.446 -2.152
H 0.122 -4.478 -1.322
H -0.777 -6.671 -0.700
H -0.704 -7.430 1.663
H 0.283 -5.954 3.390
H 1.183 -3.751 2.769
```

Atom charges from the Löwdin analysis, given in e for atoms 1 to 5: 0.65 -0.19 -0.19 -0.62 -0.22

ORCA calculation (ωB97M-V/def2-TZVPD) on a cluster of 2 separate species, C2H8OS2 in total in a non-equilibrium geometry.

Computed properties:
Electronic energy in Ha: -952.56120
SMILES: CCO.SS
Charge: 0
Gap between HOMO and LUMO in eV: 9.882
Strongest force on any atom in eV/A: 4.45

XYZ file:
```
13
C2H8OS2 (ωB97M-V/def2-TZVPD)
C 1.536 0.130 -0.208
C 0.715 1.412 -0.168
O 1.303 2.452 -0.760
H 2.057 0.106 -1.204
H 0.880 -0.759 0.049
H 2.324 0.284 0.590
H -0.190 1.339 -0.805
H 0.645 1.714 0.856
H 2.245 2.470 -0.672
S -1.805 -1.983 0.993
S -3.245 -2.272 -0.448
H -2.607 -1.507 1.984
H -3.858 -3.385 -0.207
```

Atom charges from the Löwdin analysis, given in e for atoms 1 to 5: -0.09 -0.41 -0.06 0.09 0.05

ORCA calculation (ωB97M-V/def2-TZVPD) on an isolated molecule of C4H10N2 in a non-equilibrium geometry.

Computed properties:
Electronic energy in Ha: -267.64621
Charge: 0
Gap between HOMO and LUMO in eV: 3.276
Strongest force on any atom in eV/A: 1.89

XYZ file:
```
16
C4H10N2 (ωB97M-V/def2-TZVPD)
C 1.711 0.262 -0.900
C 0.210 0.440 -0.591
C -0.176 0.135 0.831
C -1.673 -0.412 0.888
N -2.477 0.425 0.104
N 2.217 -0.809 -0.082
H 2.227 1.200 -0.628
H 1.796 0.111 -1.980
H -0.085 1.446 -0.889
H -0.377 -0.209 -1.250
H -0.239 1.008 1.484
H 0.442 -0.632 1.293
H -1.997 -0.464 1.937
H -1.591 -1.444 0.513
H 3.201 -0.909 -0.364
H -3.189 -0.147 -0.364
```

Atom charges from the Löwdin analysis, given in e for atoms 1 to 5: -0.34 -0.25 -0.21 -0.34 0.10

ORCA calculation (ωB97M-V/def2-TZVPD) on a cluster of 2 separate species, C2H8NOPS2 in total in a non-equilibrium geometry.

Computed properties:
Electronic energy in Ha: -1348.69000
Charge: 0
Gap between HOMO and LUMO in eV: 8.226
Strongest force on any atom in eV/A: 3.98

XYZ file:
```
15
C2H8NOPS2 (ωB97M-V/def2-TZVPD)
C -1.502 0.205 -1.385
C 0.034 -1.472 -2.301
N -0.484 -0.519 -1.292
O 1.926 0.385 -0.599
P 0.704 -0.142 0.430
S 0.022 1.507 1.256
S 0.589 1.491 5.220
H -1.742 0.891 -0.680
H -2.192 -0.062 -2.142
H 0.461 0.101 4.852
H -0.105 -2.465 -1.993
H -0.778 -1.339 -3.069
H 1.058 -1.270 -2.505
H 2.505 1.078 -0.252
H -0.495 1.611 4.459
```

Atom charges from the Löwdin analysis, given in e for atoms 1 to 5: 0.00 -0.05 -0.24 -0.45 0.38